Molecular formula: ClH2O2PS2
Method: DFT, wB97M-V/def2-TZVPD

The value obtained for the gap between HOMO and LUMO (alpha / beta) is 0.25958 / 0.23343 hartree. The net charge is 0. The value obtained for the energy above the lowest of the compared OMol25 structures with the same formula, charge and spin is 342.0 kJ/mol. As for the HOMO energy (alpha / beta): -9.282 / -8.898 eV. The calculation puts the calculated total energy at -47607.782 eV. The multiplicity is 1.

The geometry in XYZ format:
```
8
Properties=species:S:1:pos:R:3:lowdin_charge:R:1
S -1.63537 -0.11539 -3.94990 0.085
H 1.58191 1.59614 1.08405 0.004
P -0.11864 0.28342 1.39150 0.382
Cl -0.75857 -0.84460 -2.26876 -0.062
O 0.91661 -0.97207 1.17203 -0.288
S -1.69545 0.26741 0.07441 0.201
H 0.90008 -1.59380 1.83611 -0.004
O 0.80945 1.37888 0.66055 -0.317
```